(1)
The following is a quantum chemistry calculation of a molecular structure, C45H60BGaN6O3Se, from the Open Molecules 2025 dataset.

```
117
C45H60BGaN6O3Se, DFT ωB97M-V with the def2-TZVPD basis set
Ga 0.82484 -0.06997 1.48765
C -0.18406 7.31127 -0.99894
C -0.04971 6.08638 -1.91592
C -1.19203 6.08715 -2.94141
C 1.27844 6.18682 -2.67040
C -0.13361 4.80983 -1.09165
C 0.86477 3.85688 -1.05292
C 0.70848 2.72170 -0.27426
Se 2.14926 1.46384 -0.27347
C 1.52740 0.37284 -1.74201
C 1.88969 0.73326 -3.03329
C 1.45017 -0.01617 -4.10821
C 0.65406 -1.12301 -3.81797
C 0.29048 -1.51738 -2.54373
C 0.73210 -0.74237 -1.43418
O 0.41996 -1.04540 -0.18891
C -0.59794 -2.74442 -2.34666
C -1.95395 -2.27414 -1.80092
C 0.07996 -3.72617 -1.38169
C -0.88749 -3.52131 -3.63945
C 1.77030 0.31501 -5.55993
C 2.48697 -0.86570 -6.23358
C 0.45581 0.60346 -6.29990
C 2.66599 1.55039 -5.67998
C -0.41595 2.45433 0.52947
O -0.47545 1.37337 1.28224
C -1.44730 3.42723 0.47406
C -1.26445 4.54441 -0.32887
C -2.77523 3.37982 1.23455
C -2.88111 4.60449 2.15876
C -2.96377 2.13887 2.10239
C -3.93776 3.40352 0.22721
H -0.09334 8.22294 -1.58687
H 0.59657 7.30809 -0.24099
H -1.14805 7.32688 -0.49620
H -1.13813 6.96945 -3.57682
H -2.15831 6.08550 -2.44535
H -1.13084 5.19897 -3.56633
H 1.31155 7.11230 -3.24257
H 1.39091 5.35329 -3.35992
H 2.11590 6.18715 -1.97743
H 1.78464 3.96453 -1.60719
H 2.51992 1.60174 -3.15691
H 0.30322 -1.70484 -4.65323
H -1.81425 -1.58503 -0.97662
H -2.54378 -3.12180 -1.45476
H -2.50873 -1.76575 -2.58818
H 0.36177 -3.23378 -0.45867
H 0.98018 -4.13181 -1.84062
H -0.59165 -4.55068 -1.14418
H -1.43923 -2.91637 -4.35498
H -1.50891 -4.38157 -3.39290
H 0.02265 -3.88815 -4.10901
H 1.85733 -1.75159 -6.27212
H 3.40041 -1.11565 -5.69756
H 2.74992 -0.59442 -7.25451
H -0.18815 -0.27132 -6.31183
H 0.65305 0.89204 -7.33074
H -0.07749 1.41289 -5.80633
H 3.61358 1.39076 -5.17169
H 2.17355 2.42222 -5.25558
H 2.87475 1.75219 -6.72922
H -2.05691 5.27527 -0.36076
H -2.05847 4.61465 2.86936
H -3.81613 4.56507 2.71602
H -2.85787 5.53861 1.60417
H -2.18732 2.06735 2.85681
H -2.94395 1.23940 1.49272
H -3.93026 2.19631 2.60380
H -3.96085 4.32551 -0.34727
H -4.88604 3.30611 0.75473
H -3.84347 2.57150 -0.46658
B 2.10707 0.13426 4.94802
N 3.01180 0.07150 3.70294
C 4.33689 0.06312 3.83202
C 4.90970 -0.19241 2.59818
C 3.82903 -0.32347 1.74531
N 2.69417 -0.14824 2.43234
N 0.60273 0.03611 4.64196
C -0.28716 -0.03660 5.63162
C -1.54860 -0.18647 5.08668
C -1.32569 -0.19082 3.72056
N -0.02255 -0.04822 3.47291
H 2.31118 1.16601 5.51325
H 2.38233 -0.82472 5.61503
H 4.79985 0.23545 4.78207
H 5.94963 -0.28210 2.36283
H 3.82147 -0.55418 0.69362
H 0.01925 0.02668 6.65484
H -2.48402 -0.25933 5.60007
H -2.03626 -0.27225 2.92650
C -2.30886 -5.21220 3.60098
N -1.70324 -4.48392 2.50620
N -0.39181 -4.05059 2.68251
C -0.25014 -2.79070 2.14058
O 0.81913 -2.16553 2.12809
C -1.53270 -2.43495 1.63702
C -2.38407 -3.45684 1.89376
C -3.82793 -3.55596 1.57458
C 0.66873 -4.95537 2.87260
C 0.53347 -6.29947 2.53495
C 1.61685 -7.15312 2.64876
C 2.84486 -6.67314 3.07119
C 2.97494 -5.33566 3.40497
C 1.89361 -4.47759 3.32751
H -1.63106 -5.98572 3.95255
H -3.22751 -5.67719 3.24761
H -2.52279 -4.54332 4.44243
H -1.70899 -1.51192 1.12454
H -4.10789 -2.70694 0.95837
H -4.42841 -3.55331 2.48298
H -4.03823 -4.47187 1.02574
H -0.40599 -6.67023 2.15444
H 1.50338 -8.19424 2.38391
H 3.69457 -7.33675 3.13194
H 3.92831 -4.94651 3.72501
H 2.00431 -3.43807 3.58423
```

As for the total energy: -181124.316 eV. For the energy above the lowest of the compared OMol25 structures with the same formula, charge and spin, the calculation gives 30.2 kcal per mole. For the frontier orbital gap, the calculation gives 7.704 eV. For the LUMO energy, the calculation gives 0.3 eV.

***

(2)
The following is a quantum chemistry calculation of a molecular structure, C45H60BN6O3PSV, from the Open Molecules 2025 dataset.

```
118
C45H60BN6O3PSV, DFT ωB97M-V with the def2-TZVPD basis set
V -0.55711 0.16656 -0.66779
C 0.80465 -0.83991 -3.50602
C 2.20551 -0.98136 -2.93241
C 2.61347 -2.40793 -2.55737
C 2.40258 -0.07672 -1.76272
C 3.59708 0.47927 -1.37164
C 3.33720 1.27103 -0.26198
C 4.38677 2.11206 0.41410
C 4.34354 3.53810 -0.14843
C 4.41617 2.09903 1.93925
N 2.02143 1.19767 -0.00324
N 1.41602 0.34108 -0.92875
B 1.12662 2.08024 0.89102
N 0.13760 2.86272 -0.01095
N -0.49623 2.17793 -1.03450
C -1.13994 3.08305 -1.79207
C -0.95946 4.34054 -1.22780
C -0.16297 4.17932 -0.11354
C 0.18912 5.27639 0.85224
C -0.56775 5.05855 2.16567
C 1.67874 5.53689 1.06798
C -1.79060 2.86512 -3.13592
C -2.29788 1.46902 -3.47945
C -0.76707 3.32124 -4.19341
N 0.19753 1.11394 1.78427
N -0.68606 0.49583 1.09973
C -1.95378 0.30202 1.93674
C -1.54349 0.97714 3.19778
C -0.26778 1.33362 3.14398
C 0.68281 1.60357 4.28047
C 1.21241 3.02798 4.44301
C 1.81792 0.57631 4.20028
C -2.18839 -1.23506 2.14677
C -3.58251 -1.71405 1.73577
C -1.85289 -1.72059 3.56192
H 0.61953 -1.56221 -4.30123
H 0.64482 0.16319 -3.90191
H 0.03888 -1.04814 -2.74649
H 2.91425 -0.63946 -3.69064
H 2.03554 -2.78067 -1.71338
H 3.66525 -2.43533 -2.27159
H 2.46790 -3.07819 -3.40362
H 4.55643 0.33664 -1.84036
H 5.32307 1.65738 0.08171
H 3.41072 4.03148 0.12469
H 4.43089 3.54167 -1.23470
H 5.16816 4.12108 0.26075
H 3.62822 2.70756 2.37874
H 5.36723 2.51366 2.27186
H 4.34585 1.08583 2.33561
H 1.74177 2.79380 1.59156
H -1.35413 5.27184 -1.59831
H -0.22047 6.17365 0.38337
H -0.32049 4.09043 2.59994
H -1.64624 5.09255 2.00834
H -0.30352 5.83150 2.88726
H 2.15844 4.75834 1.66029
H 1.79787 6.47572 1.60808
H 2.20656 5.63348 0.11902
H -2.63820 3.55404 -3.16692
H -1.53649 0.70450 -3.32505
H -2.55715 1.44479 -4.53755
H -3.19893 1.18415 -2.93836
H 0.14160 2.71818 -4.12894
H -0.48747 4.36487 -4.05963
H -1.18576 3.20561 -5.19238
H -2.18063 1.01443 4.06550
H 0.08956 1.38053 5.17044
H 1.80328 3.35599 3.58960
H 1.85681 3.05881 5.32120
H 0.40543 3.74097 4.60041
H 2.40603 0.71981 3.29252
H 1.43677 -0.44676 4.20404
H 2.48487 0.69208 5.05345
H -1.45276 -1.71641 1.50722
H -3.90159 -2.44951 2.47496
H -3.80172 -1.58360 -0.39866
H -4.31273 -0.90545 1.76958
H -2.56837 -1.35669 4.30065
H -0.84731 -1.44608 3.88007
H -1.90841 -2.80899 3.55658
O -2.98049 1.03344 1.30503
S -3.37844 1.14599 -0.32289
O -4.67831 0.58027 -0.44233
O -2.28066 0.00264 -0.84178
C -3.67784 -2.38435 0.33178
C -4.97003 -3.14702 0.33002
C -5.04439 -4.48372 0.18298
C -3.86968 -5.23544 -0.07056
C -2.64707 -4.57761 -0.25026
C -2.48999 -3.22471 -0.07579
P -0.87424 -2.53862 -0.64809
C 0.44368 -3.31264 0.34608
C 0.64652 -4.68858 0.47874
C 1.66796 -5.17746 1.27794
C 2.50367 -4.30771 1.96476
C 2.31437 -2.93947 1.84786
C 1.29611 -2.45148 1.04260
C -0.89518 -3.24217 -2.33230
C -0.07886 -4.26992 -2.78363
C -0.25452 -4.78767 -4.06275
C -1.24133 -4.28109 -4.89257
C -2.06582 -3.25450 -4.44314
C -1.89743 -2.74349 -3.16900
H -5.86475 -2.56196 0.50873
H -6.00115 -4.98605 0.23173
H -3.91941 -6.30838 -0.18767
H -1.82279 -5.17970 -0.60706
H 0.01591 -5.40031 -0.03191
H 1.80844 -6.24637 1.36517
H 3.29896 -4.69717 2.58582
H 2.96082 -2.25172 2.37781
H 1.17808 -1.37931 0.95017
H 0.70540 -4.66944 -2.15492
H 0.38148 -5.59313 -4.40519
H -1.37726 -4.69009 -5.88453
H -2.84575 -2.86346 -5.08279
H -2.56268 -1.95934 -2.81879
```

As for the total energy: -109196.403 eV. For the frontier orbital gap (alpha / beta), the calculation gives 4.197 / 6.198 eV. For the LUMO energy (alpha / beta), the calculation gives -7.4 / -7.4 eV. As for the total charge: +2. Its multiplicity is 2.